(1)
C27H23Cl2FNO12PS | the ωB97M-V functional and the def2-TZVPD basis

## Properties
Largest force on an atom in eV/A: 1.7
Charge: 0
E_tot in eV: -102314.937
LUMO level in eV: -1.8
Gap between HOMO and LUMO in eV: 8.24

Atoms and positions in Å:
C  0.86598  4.86051  2.78123
C  1.83020  4.27970  1.75804
Cl  0.83273  3.36791  0.55237
C  2.89578  3.28458  2.28020
Cl  2.50418  2.70154  3.93428
N  4.28863  3.75353  2.10594
P  5.57792  2.55986  2.57042
O  5.50594  2.37858  4.16110
O  4.82598  1.21754  2.02056
S  4.53672  5.29694  2.67819
O  4.33205  6.22598  1.63174
O  3.91705  5.50464  3.93347
F  6.07277  5.21712  2.91931
H  0.11464  4.12966  3.07028
H  1.38365  5.27668  3.64252
H  0.33271  5.67904  2.29475
H  2.28401  5.08761  1.19305
H  2.82411  2.39972  1.66001
H  5.00586  1.60621  4.46314
H  4.99556  1.19303  1.06475
O  4.33501  -3.15505  3.86753
C  3.30721  -2.74237  3.37399
C  3.20980  -1.36394  2.83557
C  2.08322  -0.91127  2.29364
C  0.87535  -1.76738  2.19535
O  -0.14924  -1.36021  1.69281
C  0.97194  -3.14930  2.73502
C  2.09811  -3.60124  3.28108
H  4.09771  -0.75419  2.90716
H  1.99449  0.09134  1.89401
H  0.07904  -3.75651  2.65512
H  2.19149  -4.60397  3.67890
O  -3.30858  -0.02749  -3.39639
C  -3.21584  0.53855  -2.32345
C  -4.41967  0.85609  -1.51589
C  -4.31686  1.47720  -0.34432
C  -2.99545  1.87547  0.20376
O  -2.90008  2.43951  1.27186
C  -1.79212  1.55584  -0.60779
C  -1.89500  0.93521  -1.77942
H  -5.37425  0.56063  -1.93281
H  -5.18086  1.72036  0.26104
H  -0.84068  1.85710  -0.18719
H  -1.03275  0.69118  -2.38703
O  -7.96916  -1.81397  -7.29271
C  -7.87221  -1.24953  -6.22523
C  -9.07624  -0.92948  -5.41415
C  -8.97421  -0.30853  -4.24263
C  -7.65221  0.08845  -3.69823
O  -7.56121  0.65410  -2.62607
C  -6.44850  -0.22925  -4.50559
C  -6.55153  -0.85081  -5.67705
H  -10.02808  -1.23017  -5.83304
H  -9.83613  -0.06466  -3.63463
H  -5.49366  0.06627  -4.08873
H  -5.68760  -1.09424  -6.28225
O  3.45403  -7.34638  -1.13785
C  3.41476  -6.13816  -1.07124
C  4.58768  -5.35297  -0.60681
C  4.54303  -4.02587  -0.53132
C  3.32018  -3.27472  -0.90927
O  3.27633  -2.06462  -0.83726
C  2.14711  -4.05735  -1.37223
C  2.19127  -5.38448  -1.44841
H  5.46756  -5.92262  -0.33659
H  5.38404  -3.43336  -0.19372
H  1.26665  -3.48645  -1.63937
H  1.34968  -5.97719  -1.78351

Atomic forces in eV per Å
C -0.2 0.4 -0.4
C -0.5 -0.1 0.2
Cl 0.2 0.2 -0.1
C 0.1 0.3 -0.6
Cl -0.1 -0.1 0.0
N -0.4 -0.3 1.5
P 1.3 0.6 -0.8
O -0.2 -0.5 -0.2
O -0.2 0.3 0.0
S -0.5 0.1 -0.3
O 0.1 0.1 -0.2
O 0.1 -0.1 0.2
F 0.0 -0.1 0.0
H 0.2 -0.1 0.2
H 0.1 -0.2 0.0
H 0.0 0.0 0.0
H 0.2 -0.2 0.0
H 0.1 0.0 0.1
H -0.2 0.2 0.2
H -0.1 -0.4 0.1
O 0.0 0.0 0.0
C 0.0 0.0 0.0
C -0.1 -0.1 0.1
C 0.0 0.0 0.0
C 0.0 0.0 0.0
O 0.0 0.0 0.0
C 0.0 0.0 0.0
C 0.0 0.0 0.0
H 0.0 0.0 0.0
H 0.0 0.0 0.0
H 0.0 0.0 0.0
H 0.0 0.0 0.0
O 0.0 0.0 0.0
C 0.0 0.0 0.0
C 0.0 0.0 0.0
C 0.0 0.0 0.0
C 0.0 0.0 0.0
O 0.0 0.0 0.0
C 0.0 0.0 0.0
C 0.0 0.0 0.0
H 0.0 0.1 0.1
H 0.0 0.0 0.0
H -0.2 -0.2 0.0
H 0.0 0.0 0.0
O 0.0 0.0 0.0
C 0.0 0.0 0.0
C 0.0 0.0 0.0
C 0.0 0.0 0.0
C 0.0 0.0 0.0
O 0.0 -0.1 0.0
C 0.0 0.0 0.0
C 0.0 0.0 0.0
H 0.0 0.0 0.0
H 0.0 0.0 0.0
H 0.0 -0.1 -0.1
H 0.0 0.0 0.0
O 0.0 0.0 0.0
C 0.0 0.0 0.0
C 0.0 0.0 0.0
C 0.0 0.0 0.0
C 0.0 0.0 0.0
O 0.0 0.1 0.1
C 0.0 0.0 0.0
C 0.0 0.0 0.0
H 0.0 0.0 0.0
H 0.0 0.0 0.0
H 0.0 0.0 0.0
H 0.0 0.0 0.0

(2)
C27H23Cl9N4O8 | the ωB97M-V functional and the def2-TZVPD basis

## Properties
Largest force on an atom in eV/A: 3.2
Charge: 0
E_tot in eV: -163402.315
Relative energy (zero: lowest compared OMol25 entry of this formula, charge and spin) in kcal/mol: 1.64
LUMO level in eV: -1.0
Gap between HOMO and LUMO in eV: 8.81

Atoms and positions in Å:
O  0.62864  2.60970  1.16659
N  -0.30362  2.84984  1.88977
O  -0.27788  2.74783  3.08666
C  -1.48583  3.46937  1.22167
C  -2.62755  3.70120  1.95280
C  -3.76810  4.23213  1.36436
C  -3.55719  4.68790  0.04703
C  -2.43624  4.45193  -0.68736
C  -1.37688  3.80593  -0.10877
H  -2.66691  3.38222  2.94992
H  -4.64035  4.36930  1.96057
H  -4.37358  5.18752  -0.40150
H  -2.34604  4.72511  -1.73874
H  -0.49754  3.53468  -0.65082
O  -1.02903  -2.19255  -3.52746
N  0.18685  -2.03873  -3.53527
O  0.93205  -2.80208  -4.08519
C  0.78245  -0.84871  -2.87212
C  0.03669  -0.02157  -2.04378
C  0.58634  1.02858  -1.34682
C  1.93564  1.33500  -1.61969
C  2.67231  0.48913  -2.38774
C  2.13117  -0.57632  -3.09059
H  -1.05901  -0.21958  -1.88383
H  -0.03339  1.63210  -0.73499
H  2.40578  2.24459  -1.22918
H  3.66328  0.76495  -2.62542
H  2.70838  -1.19047  -3.77960
O  -1.98749  0.60504  1.30631
N  -3.00271  0.78272  0.63246
O  -3.09535  1.14710  -0.52607
C  -4.22912  0.63910  1.31330
C  -4.34677  0.71396  2.69290
C  -5.59577  0.67950  3.31211
C  -6.73766  0.48431  2.57470
C  -6.59696  0.40209  1.18581
C  -5.39655  0.40502  0.54822
H  -3.46114  0.94313  3.28124
H  -5.75807  0.76825  4.37071
H  -7.70644  0.24048  3.03473
H  -7.42778  0.24750  0.51975
H  -5.36167  0.26385  -0.49236
O  7.35362  -3.19385  -5.24026
N  7.86990  -2.28215  -4.67410
O  8.91835  -1.73700  -4.98053
C  7.15100  -1.73372  -3.45029
C  7.37754  -0.50081  -2.87453
C  6.81510  -0.12506  -1.68610
C  5.92173  -0.94560  -1.03123
C  5.60484  -2.16499  -1.62540
C  6.23130  -2.54664  -2.78511
H  8.15766  0.13840  -3.24192
H  7.01723  0.84657  -1.26674
H  5.39459  -0.72704  -0.07345
H  4.86427  -2.77502  -1.12801
H  6.15403  -3.57596  -3.09029
Cl  -4.08245  -3.34984  1.38103
C  -2.70316  -3.90369  0.46076
Cl  -1.34313  -4.44740  1.49039
Cl  -2.21010  -2.75722  -0.74838
H  -3.04984  -4.78094  -0.04653
Cl  -0.78059  -2.61880  6.53962
C  -0.64547  -1.19076  5.45021
Cl  -0.84270  0.26223  6.39743
Cl  -1.80130  -1.37523  4.12671
H  0.31057  -1.08434  5.03150
Cl  2.31333  -1.19035  0.92124
C  1.29442  -2.58624  1.16760
Cl  1.43092  -3.22940  2.80873
Cl  1.49447  -3.87383  0.03377
H  0.29693  -2.23236  1.08957

Atomic forces in eV per Å
O 0.8 -0.5 -0.4
N -0.3 1.2 -0.5
O -0.5 -0.3 0.8
C 0.3 -0.1 0.3
C -0.7 -0.3 -0.3
C 2.6 0.4 -1.1
C -2.0 -0.2 1.1
C 0.6 0.0 -0.9
C 0.4 -0.4 0.5
H 0.1 -0.4 1.3
H -0.6 0.2 -0.1
H -0.7 0.5 -0.6
H -0.3 0.1 0.3
H 0.3 0.2 -0.2
O 0.4 0.6 0.4
N -1.1 0.5 0.0
O 0.9 -0.4 -0.3
C 0.7 0.2 0.0
C -2.3 -1.0 0.5
C 1.4 0.0 -1.5
C -1.1 0.6 1.3
C 0.2 -0.1 -1.4
C -0.7 -0.7 0.3
H 1.3 0.0 -0.3
H -0.2 0.2 0.4
H -0.2 -0.5 0.1
H 1.1 0.1 0.0
H -0.1 0.2 0.3
O -0.1 0.1 -1.3
N 0.7 0.3 0.6
O 1.2 -0.3 0.0
C -3.0 -0.9 0.5
C 0.7 1.0 0.3
C -0.3 -0.3 0.0
C -0.3 -0.6 -0.9
C -1.0 -0.6 -0.1
C 1.4 0.8 1.4
H -0.1 -0.3 -0.1
H 0.6 0.0 0.4
H 0.5 0.6 -0.1
H -0.6 -0.1 0.2
H 0.2 0.0 -1.1
O -0.4 -1.0 -0.6
N 0.3 2.0 1.6
O -0.4 -0.2 0.1
C -0.8 -0.5 0.8
C 1.8 0.2 -1.0
C -0.9 0.5 1.0
C -1.1 -0.6 0.4
C -0.1 0.7 0.7
C 0.8 -1.1 -0.8
H 0.1 0.2 -0.6
H 0.3 0.1 0.0
H 0.7 0.2 -0.9
H 0.1 -0.4 -0.2
H -0.4 -0.1 -0.5
Cl -0.1 0.4 0.4
C 0.2 -0.7 0.2
Cl -0.8 0.3 -0.1
Cl 0.3 0.4 -0.1
H 0.0 -0.4 -0.3
Cl 0.3 0.4 -0.5
C -1.2 -0.6 0.7
Cl -0.4 0.5 0.1
Cl 0.1 0.2 0.1
H 1.2 -0.5 -0.5
Cl 0.4 0.1 -0.2
C -0.2 0.1 0.7
Cl 0.3 0.1 0.4
Cl 0.6 -0.2 -0.8
H -0.8 0.2 -0.2

The lowest LUMO level belongs to which entry?
C27H23Cl2FNO12PS

The highest gap between HOMO and LUMO belongs to which entry?
C27H23Cl9N4O8

What is the largest force on an atom in the second record?
3.2 eV/A